C28H66Cl5N2O10 | wB97M-V/def2-TZVPD

## Properties
Calculated total energy   -116154.3578 eV
HOMO energy   -8.7 eV
F_max   3.2 eV/A
Net charge   +1
E_LUMO   -1.94 eV

The geometry in XYZ format:
```
111
Properties=species:S:1:pos:R:3:forces:R:3:lowdin_charge:R:1
C -1.995235 -5.271361 10.079169 0.8 -0.3 -0.1 -0.0906
C -0.438365 -5.116241 9.980219 -1.7 -0.4 -0.5 -0.2389
C -0.060895 -4.790001 8.521389 1.4 1.0 1.7 -0.1833
C 1.440135 -4.384991 8.595259 -0.5 -0.8 -1.9 -0.1221
N 1.869215 -3.677191 7.313299 1.4 0.3 0.7 -0.2379
C 3.389055 -3.324461 7.454569 -1.0 0.3 -0.4 -0.0775
C 3.425965 -1.966231 8.174429 0.1 -1.5 0.4 -0.1492
C 2.177295 -1.217791 7.731879 0.9 0.4 -0.7 -0.1411
C 1.191015 -2.247381 7.229909 0.2 -1.7 -1.3 -0.0514
C 1.640575 -4.602861 6.070989 -0.9 1.1 1.6 0.0502
H -2.430465 -5.999771 9.395009 0.3 0.0 -0.3 0.0710
H -2.384215 -4.289041 9.811129 -0.4 -0.1 0.3 0.0723
H -2.347685 -5.616191 11.051269 0.2 0.5 0.2 0.0727
H 0.129215 -5.990521 10.298929 -0.2 -0.1 0.2 0.1119
H -0.199295 -4.282881 10.640869 0.3 0.0 -0.1 0.1068
H -0.611515 -3.901251 8.213109 -0.3 -0.3 -0.2 0.1010
H -0.235865 -5.633081 7.853029 0.0 0.1 0.1 0.1201
H 2.045025 -5.291631 8.609119 0.1 0.0 0.4 0.1311
H 1.707925 -3.738531 9.431019 -0.3 0.0 -0.1 0.1344
H 3.807565 -3.215671 6.454009 -0.2 -0.2 -0.1 0.1318
H 3.849195 -4.175371 7.956879 0.1 0.2 0.0 0.1309
H 4.367165 -1.461481 7.956589 -0.2 0.1 0.2 0.1286
H 3.349745 -2.181401 9.240269 0.3 0.3 0.1 0.1093
H 2.443565 -0.604981 6.870679 -0.1 0.3 0.2 0.1276
H 1.862265 -0.563471 8.544729 -0.5 -0.2 -0.2 0.1266
H 1.086875 -2.309791 6.146699 -0.4 1.3 0.0 0.1281
H 0.203475 -2.191071 7.687829 0.2 -0.5 0.0 0.1236
H 2.058205 -4.167551 5.163129 0.0 0.1 0.3 0.1111
H 0.553095 -4.672461 6.045659 0.1 0.0 -0.6 0.0931
H 2.019035 -5.607001 6.262169 0.3 0.3 0.2 0.1100
C 0.790575 -0.675761 -11.190431 0.6 -0.8 0.1 -0.1178
C 0.072665 0.389969 -10.413401 -1.6 0.4 0.2 -0.2415
C -0.997585 -0.190241 -9.407781 1.8 -0.4 -0.4 -0.1708
C -1.828405 0.812299 -8.662751 -1.5 0.5 -0.4 -0.0852
N -3.201055 0.265109 -8.245101 -1.7 -2.5 -0.8 -0.2223
C -4.137405 1.341429 -7.749431 -0.5 0.5 -0.1 -0.1117
C -3.967145 1.359479 -6.254661 0.7 1.1 0.3 -0.1454
C -3.667465 -0.064421 -5.846281 0.2 -0.5 0.2 -0.1267
C -3.076045 -0.676871 -7.108401 1.2 -1.9 1.9 -0.1474
C -3.972015 -0.588641 -9.313301 0.1 1.1 -0.1 0.0371
H 0.209615 -1.462851 -11.671121 -0.7 0.5 -0.3 0.0766
H 1.397945 -1.312881 -10.547561 0.5 0.4 0.2 0.0788
H 1.414395 -0.188001 -11.939441 0.1 -0.3 0.0 0.0832
H -0.480495 1.024519 -11.105831 -0.2 0.0 -0.3 0.1048
H 0.795735 1.098449 -10.009241 0.0 -0.3 0.7 0.1158
H -0.460135 -0.837811 -8.715031 0.0 0.0 0.2 0.1204
H -1.597255 -0.877581 -10.004491 -0.2 0.3 0.0 0.0997
H -2.108795 1.657019 -9.291981 0.3 0.1 -0.1 0.1329
H -1.419545 1.197409 -7.728621 0.3 -0.1 -0.2 0.1500
H -5.195245 1.154009 -7.933721 0.3 -0.6 -0.7 0.1380
H -3.849015 2.254869 -8.269601 -0.2 0.1 0.2 0.1357
H -4.795155 1.824139 -5.719301 0.0 0.0 -0.2 0.1335
H -3.093435 1.998799 -6.128091 0.1 -0.1 0.8 0.1224
H -4.498055 -0.677471 -5.496461 -0.4 0.4 -0.2 0.1235
H -2.941495 -0.133241 -5.036141 0.0 0.3 0.0 0.1292
H -3.452415 -1.688201 -7.262181 -0.9 0.4 -0.7 0.1329
H -2.063965 -1.011631 -6.880991 0.6 1.0 -0.5 0.1359
H -3.453225 -1.518691 -9.545531 0.2 0.5 -0.1 0.0987
H -4.199965 0.050609 -10.166231 0.6 -0.1 -0.2 0.1126
H -4.961425 -0.859871 -8.945061 0.3 0.1 0.6 0.1072
Cl 1.231175 0.621289 -0.161001 -0.8 2.6 1.6 0.5857
O 0.468875 1.430839 0.763409 -0.9 -0.2 0.5 -0.4168
O 0.724065 -0.718291 -0.153391 0.5 -0.9 0.0 -0.3893
O 1.049235 1.205649 -1.450451 0.3 -0.2 -1.5 -0.3936
O 2.589215 0.776959 0.287749 0.8 -1.3 -0.6 -0.3859
C 6.072735 -1.184761 -5.838211 1.0 0.4 -0.4 -0.2156
C 5.791375 -2.309891 -4.874551 -0.3 -0.6 0.7 -0.2415
O 6.969485 -2.851581 -4.207511 -0.9 0.3 -1.7 -0.0626
O 6.881325 -1.549951 -7.017171 -0.9 -0.1 1.3 -0.0807
H 6.587845 -0.415061 -5.263481 0.0 0.4 -0.3 0.1167
H 5.157315 -0.790341 -6.279271 0.0 0.0 0.3 0.1176
H 5.217065 -3.035691 -5.450291 0.3 -0.8 0.1 0.1118
H 5.151055 -2.084491 -4.021741 -0.2 0.8 -0.3 0.1242
H 7.379745 -3.290301 -4.956381 0.7 -0.5 0.3 0.0649
H 7.739005 -1.832401 -6.691281 0.2 0.1 0.0 0.0652
C 6.915215 6.709079 -1.937661 0.6 1.2 0.1 -0.2764
C 5.603555 7.300099 -1.369631 1.7 0.5 -1.3 -0.2727
O 5.412775 7.023459 -0.034031 -0.4 -0.7 0.9 -0.0405
O 6.880835 5.331159 -2.078521 -0.3 -1.3 0.4 -0.0581
H 7.767975 6.969769 -1.310821 -0.2 -0.2 0.5 0.1197
H 7.228885 7.087509 -2.910571 -0.6 0.8 -0.3 0.1117
H 4.825325 6.902319 -2.020961 -0.6 0.3 0.0 0.1152
H 5.676645 8.387119 -1.403651 -0.2 0.0 -0.5 0.1212
H 5.245115 6.080179 0.026819 0.0 -0.2 0.3 0.0932
H 6.158345 5.151099 -2.684481 0.0 -0.4 -0.1 0.0866
C -6.263655 -2.868371 1.977939 0.2 -1.0 -0.7 -0.2315
C -5.067275 -3.537251 2.654509 -0.3 -0.1 -0.5 -0.2832
O -4.134525 -2.632111 3.127559 0.6 0.8 1.7 -0.0605
O -6.765005 -3.816921 1.041609 -0.5 0.2 -0.6 -0.0795
H -6.024385 -1.970941 1.407439 0.3 -0.1 0.0 0.1201
H -7.029665 -2.579221 2.697459 0.0 0.0 0.2 0.1169
H -4.518425 -4.268811 2.061479 -0.6 0.0 -0.8 0.1201
H -5.531855 -4.136931 3.437229 0.5 0.2 0.7 0.1179
H -3.657985 -2.189091 2.421699 -0.2 -0.2 -0.3 0.0969
H -7.191005 -4.560771 1.473819 0.0 0.1 0.2 0.0829
Cl -2.594705 8.007389 0.406659 -1.2 -0.5 -0.2 0.5792
C -0.863005 8.052219 0.446109 1.3 0.1 -0.3 -0.7067
C -0.454915 9.532379 0.520519 0.4 -1.0 0.1 -0.6587
Cl -0.526975 10.278189 -1.101831 -0.1 0.0 0.0 0.5247
H -0.402225 7.573239 -0.417811 -0.5 0.3 -0.4 0.0667
H -0.508055 7.380389 1.227619 -0.1 0.7 0.6 0.0737
H 0.586595 9.619899 0.829839 -0.2 0.1 0.2 0.0672
H -1.166855 10.045599 1.166909 0.4 0.2 0.0 0.0538
Cl -6.033305 2.900609 8.175979 0.2 -0.5 -0.1 0.5096
C -4.705115 1.940639 7.405879 -0.9 0.3 0.1 -0.6519
C -3.724225 2.857159 6.753389 1.2 0.5 0.1 -0.6226
Cl -2.867285 3.856369 8.036349 -0.2 -0.6 -0.7 0.4831
H -5.178655 1.262059 6.696379 0.0 0.2 -0.1 0.0717
H -4.229645 1.328009 8.171849 0.0 0.3 0.0 0.0660
H -4.051285 3.586939 6.012749 -0.7 -0.2 0.4 0.0712
H -2.996985 2.253249 6.210689 0.3 0.0 0.3 0.0728
```
Forces are in eV/Å.

C28H66N10O38 | wB97M-V/def2-TZVPD

## Properties
Calculated total energy   -122778.6265 eV
HOMO energy   -10.4 eV
F_max   6.9 eV/A
Energy above the lowest of the compared OMol25 structures with the same formula, charge and spin   40.3 kcal per mole
E_LUMO   -0.29 eV

The geometry in XYZ format:
```
142
Properties=species:S:1:pos:R:3:forces:R:3:lowdin_charge:R:1
C 5.482341 -0.051725 -1.665309 1.4 0.3 -1.8 -0.0595
O 5.465750 0.685189 -0.507120 -1.1 0.4 2.6 -0.0104
C 6.464183 1.422025 -0.056973 2.0 1.1 -1.6 -0.5541
O 7.548526 1.587417 -0.647273 -2.6 -0.3 2.1 0.0819
O 5.991539 2.023485 1.064288 1.1 0.7 0.4 -0.0126
C 6.875424 3.009028 1.733431 -0.2 -0.6 0.0 -0.0112
H 5.351123 -1.116574 -1.473013 -0.3 0.2 0.0 0.1026
H 6.452061 0.122129 -2.131721 0.1 -0.4 -0.3 0.0913
H 4.753592 0.417846 -2.326001 -0.3 -0.6 -0.1 0.1017
H 7.821586 2.519994 1.965263 0.3 0.4 -0.8 0.0942
H 6.534329 3.319498 2.721040 -1.0 -0.8 0.0 0.0813
H 6.868736 3.969787 1.218650 0.6 -0.5 -0.7 0.0948
C 7.286475 -0.177531 10.762925 0.1 0.5 -0.5 -0.0504
O 5.923928 -0.238802 10.360661 -1.3 0.4 -0.3 -0.0287
C 5.333158 0.853907 9.754823 3.1 0.0 0.6 -0.6189
O 5.878427 1.914872 9.556180 -0.2 -0.3 0.2 0.1091
O 4.164933 0.498282 9.378698 -3.1 -0.8 -0.8 0.0250
C 3.332593 1.397775 8.575350 1.3 0.7 0.4 0.0140
H 7.381552 -0.025680 11.838099 -0.1 0.2 -0.1 0.0924
H 7.734956 0.629128 10.183043 0.4 0.0 0.4 0.0882
H 7.757619 -1.128962 10.516140 -0.2 0.0 -0.1 0.0896
H 4.016582 2.104145 8.104921 -0.1 -0.2 -0.4 0.0879
H 2.702641 2.026121 9.204990 -0.2 -0.5 0.2 0.0960
H 2.760728 0.824326 7.845814 0.2 -0.1 0.4 0.0958
C -0.962821 -9.377423 2.044236 -0.1 0.1 -0.1 -0.0001
O -0.150967 -9.855284 3.113687 0.3 -2.4 -4.9 0.0450
C -0.167579 -9.426563 4.264210 -0.9 4.2 5.5 -0.6537
O -0.781983 -8.407295 4.636986 1.2 -2.1 -0.1 0.0772
O 0.640456 -10.214012 5.008840 -0.4 -0.4 0.0 -0.0084
C 0.994281 -9.881964 6.349767 0.9 0.8 -0.3 -0.0436
H -2.026657 -9.478288 2.259162 0.1 -0.4 0.1 0.1011
H -0.611788 -10.019539 1.236416 -0.5 0.3 -0.2 0.1010
H -0.834359 -8.320612 1.810241 0.5 0.0 0.2 0.0993
H 1.546953 -8.943191 6.312862 -0.6 0.5 0.3 0.0947
H 1.795040 -10.551314 6.664189 -0.5 -0.6 -0.2 0.0900
H 0.165044 -9.881729 7.057198 0.0 0.1 -0.3 0.0976
C 8.411355 -3.236433 4.862473 -0.9 -0.4 0.1 -0.0035
O 7.897869 -4.541274 4.443130 0.9 0.0 -0.8 0.0045
C 6.635900 -4.821780 4.194054 -2.6 -2.7 0.5 -0.5467
O 6.179485 -5.989212 4.098100 1.8 3.8 0.1 0.0780
O 5.850882 -3.712891 4.169191 1.6 -0.2 0.6 -0.0303
C 4.479045 -3.833112 4.402350 -1.9 0.1 -1.0 -0.0710
H 9.492045 -3.347559 4.951155 -0.3 -0.3 0.3 0.0945
H 7.879553 -3.040560 5.793559 0.5 0.3 0.1 0.0964
H 8.250997 -2.398439 4.184128 -0.4 -0.4 -0.4 0.0905
H 4.104981 -4.584159 5.098118 0.8 -0.1 0.2 0.1009
H 3.970451 -4.033974 3.459432 0.0 -0.2 -0.1 0.0944
H 4.096022 -2.855848 4.696193 0.4 0.0 0.2 0.0923
C 5.965602 -0.386067 -10.590501 0.2 0.6 1.2 -0.0274
O 4.565527 -0.094168 -10.645969 -1.0 -0.9 -0.4 -0.0101
C 3.984001 0.630869 -9.702921 1.5 3.6 1.4 -0.5214
O 4.617409 1.461640 -8.988939 -2.4 -3.0 -1.7 0.0617
O 2.623720 0.502853 -9.784469 2.8 -0.4 -0.4 -0.0214
C 1.793332 1.224117 -8.900863 -0.7 0.3 -0.1 -0.0591
H 6.246625 -0.981986 -11.458835 -0.3 0.2 0.1 0.0971
H 6.163931 -0.920293 -9.661333 0.0 -0.3 -0.1 0.0978
H 6.539003 0.535208 -10.487645 0.0 0.1 -0.4 0.0926
H 1.826578 0.790576 -7.901348 -0.3 -0.1 -0.1 0.0999
H 0.854578 1.116574 -9.444259 -0.4 -0.1 0.8 0.0973
H 1.960069 2.297760 -8.813771 0.7 -0.1 -0.2 0.0930
C -2.505101 -0.385657 -1.622450 0.1 -0.9 -0.1 -0.0459
O -1.601296 0.704493 -1.497803 0.1 0.5 -0.8 -0.0077
C -1.179895 1.119744 -0.301197 -3.1 -3.0 2.1 -0.6206
O -1.379447 0.462040 0.733287 1.1 1.5 -1.7 0.0794
O -0.785206 2.341883 -0.419196 1.4 2.1 0.7 0.0185
C -0.549247 3.066953 0.843355 0.7 -1.1 -0.5 0.0123
H -2.468119 -0.680260 -2.671229 0.4 -0.1 0.1 0.0922
H -3.562266 -0.178265 -1.456593 0.1 0.8 0.5 0.0938
H -2.230420 -1.205957 -0.959297 0.1 0.0 -0.1 0.0920
H -1.529082 3.329363 1.242322 0.4 0.2 0.1 0.1025
H 0.149072 3.883046 0.657791 -0.7 0.3 -0.5 0.0915
H 0.038855 2.419515 1.493790 -0.6 -0.2 0.3 0.0920
C 4.657722 6.382263 -4.570454 -0.3 0.0 0.5 0.0473
N 5.160483 7.229487 -3.416684 -0.5 -0.7 -0.5 -0.4514
O 4.297222 7.856860 -2.843592 0.3 0.4 0.4 0.0559
O 6.336442 7.159384 -3.116919 -0.5 0.2 -0.2 0.0648
H 4.905174 5.362625 -4.275143 0.4 0.1 -0.6 0.0976
H 5.065998 6.763831 -5.506302 0.3 -0.4 0.2 0.0984
H 3.569916 6.447092 -4.594470 0.2 0.3 0.1 0.0873
C -4.296431 6.068621 9.155966 0.1 -0.3 -0.2 0.0443
N -4.737695 6.880549 7.950752 -0.6 1.0 0.0 -0.4235
O -5.755995 7.579369 8.030152 1.3 -1.3 0.1 0.0482
O -3.987681 6.873482 6.986717 -0.5 -0.3 0.6 0.0478
H -3.251007 6.334201 9.312954 -0.3 0.3 0.2 0.0958
H -4.279335 5.000914 8.937342 -0.2 0.1 -0.6 0.0940
H -4.951431 6.201250 10.017061 0.1 0.5 -0.3 0.0934
C -7.052631 3.703036 1.649169 0.7 1.8 0.3 0.0214
N -8.133018 2.790643 1.193895 -0.8 1.7 -0.4 -0.4345
O -9.309285 3.194280 1.215465 1.9 -0.8 0.2 0.0517
O -7.733288 1.756086 0.738578 -0.4 -1.1 -0.1 0.0756
H -6.154463 3.705327 1.031592 -0.3 -1.0 -0.3 0.0931
H -6.725153 3.516285 2.671895 -0.5 -0.3 -0.1 0.1002
H -7.347564 4.748701 1.561378 -0.7 -0.2 0.3 0.0924
C -0.339694 -6.924852 -7.043697 -0.5 0.9 0.6 0.0500
N 0.819996 -6.089154 -6.455903 -1.9 -1.8 -1.5 -0.4569
O 1.607424 -5.723170 -7.286938 1.0 0.7 0.2 0.0646
O 0.817407 -5.920787 -5.268183 0.5 0.4 0.5 0.0745
H -0.208423 -7.981826 -6.812000 0.3 0.2 -0.1 0.0937
H -0.454579 -6.694075 -8.102772 0.5 -0.3 0.2 0.0871
H -1.235327 -6.558335 -6.542102 0.1 -0.2 0.2 0.0870
C -9.095727 0.243005 -7.202835 0.0 1.2 -0.2 0.0522
N -10.229476 1.115363 -6.715843 -1.2 0.2 2.1 -0.4317
O -10.845098 0.743680 -5.702857 1.0 -0.2 -1.5 0.0299
O -10.449945 2.194383 -7.230419 0.5 -0.7 -0.5 0.0597
H -9.469959 -0.712319 -7.570805 0.0 0.2 0.3 0.0993
H -8.411173 0.174963 -6.357348 -0.2 -0.4 -0.1 0.0992
H -8.621897 0.854944 -7.970374 0.0 -0.4 -0.1 0.0915
C -1.301897 -3.067933 -12.496667 0.7 -0.3 0.3 0.0255
N -2.390586 -2.245473 -11.972653 -1.8 1.4 2.1 -0.4165
O -2.872873 -2.518356 -10.820069 1.4 0.5 -3.5 0.0189
O -2.731436 -1.288979 -12.661379 0.0 -1.1 0.9 0.0640
H -0.744147 -2.539013 -13.269487 -0.4 0.1 0.1 0.0994
H -1.750357 -3.969255 -12.914534 0.2 -0.1 0.3 0.1068
H -0.652284 -3.203250 -11.631925 -0.1 -0.7 -0.2 0.1019
C 1.509660 10.452254 6.719829 0.3 -0.3 -0.6 0.0368
N 1.969383 9.909163 8.015640 -0.4 0.1 0.5 -0.4654
O 1.951426 8.703577 8.162984 0.0 0.1 -0.1 0.0596
O 2.292626 10.713268 8.860111 0.2 0.1 0.2 0.0687
H 1.831374 11.490412 6.637225 -0.2 -0.2 0.1 0.0982
H 0.428222 10.335450 6.649441 0.1 0.0 0.2 0.1038
H 1.990059 9.807473 5.983916 -0.2 0.2 -0.2 0.0983
C -9.584923 -5.090436 -1.749928 0.0 1.0 0.1 0.0340
N -9.123911 -5.747776 -2.982375 0.6 -1.8 -1.0 -0.4480
O -9.580340 -6.861309 -3.225293 0.0 0.8 0.2 0.0544
O -8.261147 -5.215421 -3.668989 -0.8 0.2 0.8 0.0540
H -10.378473 -5.643550 -1.247488 0.3 -0.2 -0.3 0.0996
H -9.945404 -4.114510 -2.075062 0.0 0.0 0.2 0.1028
H -8.701400 -4.954306 -1.126258 -0.2 0.0 0.0 0.1033
C -5.591282 -3.095019 5.283324 0.9 -0.8 -0.6 0.0334
N -5.303889 -1.878647 6.077989 -2.0 -1.4 -0.1 -0.4794
O -4.887257 -0.932886 5.490543 1.1 1.4 -0.5 0.0838
O -5.721688 -1.910793 7.211150 0.4 0.3 0.9 0.0647
H -6.480281 -2.901219 4.683141 0.0 0.0 0.3 0.1040
H -5.671885 -3.950563 5.953890 -0.3 0.3 -0.1 0.0974
H -4.762348 -3.249122 4.592512 0.0 0.1 0.1 0.0961
C -3.267153 6.446428 -5.132473 0.2 0.4 0.9 0.0389
N -4.225267 5.336817 -4.862006 -1.8 -1.3 -1.9 -0.4348
O -5.249220 5.606418 -4.265954 0.5 0.4 0.5 0.0604
O -4.063626 4.230208 -5.394769 0.9 1.5 0.7 0.0415
H -3.038965 6.579497 -6.189987 0.1 -0.7 0.2 0.1011
H -2.426387 6.223443 -4.475594 0.3 0.0 -0.5 0.1000
H -3.701042 7.380102 -4.774591 -0.3 -0.3 0.1 0.0930
```
Forces are in eV/Å.